{"formula": "C19H23KN7O3S", "method": "ωB97M-V/def2-TZVPD", "symbols": ["K", "O", "C", "C", "C", "C", "C", "C", "N", "H", "H", "H", "H", "H", "H", "H", "N", "N", "C", "N", "N", "N", "O", "O", "H", "H", "H", "H", "H", "N", "S", "C", "C", "C", "C", "C", "C", "C", "C", "C", "C", "C", "C", "H", "H", "H", "H", "H", "H", "H", "H", "H", "H", "H"], "positions_angstrom": [[-1.163, -0.031, -1.802], [-3.295, 0.806, -3.042], [-3.943, 2.014, -2.672], [-3.269, 2.632, -1.469], [-3.315, 4.015, -1.323], [-2.781, 4.590, -0.185], [-2.204, 3.766, 0.768], [-2.182, 2.403, 0.528], [-2.706, 1.836, -0.559], [-3.779, 0.368, -3.748], [-4.993, 1.815, -2.431], [-3.911, 2.729, -3.498], [-3.766, 4.623, -2.096], [-2.809, 5.662, -0.042], [-1.770, 4.164, 1.675], [-1.722, 1.725, 1.237], [-3.148, -3.012, -3.947], [-2.333, -4.021, -3.433], [-1.088, -3.757, -2.952], [-0.396, -4.834, -2.566], [-0.715, -2.483, -2.978], [0.545, -2.208, -2.409], [1.153, -2.991, -1.706], [0.923, -1.078, -2.641], [-4.072, -3.097, -3.543], [-3.208, -3.088, -4.956], [-2.578, -4.985, -3.607], [-0.826, -5.740, -2.614], [0.473, -4.712, -2.071], [0.525, 0.091, 0.178], [0.814, -0.176, 1.717], [2.182, -1.301, 1.899], [1.915, -2.571, 2.380], [2.947, -3.499, 2.460], [4.222, -3.152, 2.052], [4.484, -1.874, 1.566], [3.465, -0.944, 1.491], [1.529, 1.289, 2.462], [1.581, 2.460, 1.727], [2.083, 3.614, 2.320], [2.517, 3.587, 3.633], [2.450, 2.406, 4.367], [1.954, 1.254, 3.787], [1.415, 0.260, -0.297], [0.913, -2.836, 2.692], [2.749, -4.490, 2.844], [5.023, -3.875, 2.116], [5.485, -1.609, 1.253], [3.659, 0.059, 1.129], [1.221, 2.455, 0.706], [2.136, 4.532, 1.751], [2.910, 4.485, 4.090], [2.788, 2.389, 5.394], [1.910, 0.335, 4.359]], "charge": 1, "de_lowest_kcal_mol": 10.3, "orbital_gap_ev": 9.06, "mol_weight_da": 468.604, "homo_ev": -11.223, "lumo_ev": -2.17, "largest_force_ha_per_bohr": 0.025}